Below is a cluster of 2 separate species, C3H2ClN in total in a non-equilibrium geometry, with properties calculated with the ωB97M-V functional and the def2-TZVPD basis.

Atoms and positions in Å:
C: -0.590 -1.043 -1.914
C: 0.913 0.719 -0.786
C: 0.323 -0.191 -1.334
N: -1.269 -1.814 -2.394
Cl: -0.496 0.303 2.723
H: -0.338 0.564 3.991
H: 1.456 1.462 -0.288

Calculated values
- Energy above the lowest of the compared OMol25 structures with the same formula, charge and spin: 35.2 kcal/mol
- Total charge: 0
- Total energy: -630.3728 Eh
- HOMO energy: -11.14 eV
- SMILES string: C#CC#N.Cl
- Lowest unoccupied orbital energy: 0.51 eV

=====

Below is a structure of composition C4H12CsO2, with properties calculated with the ωB97M-V functional and the def2-TZVPD basis.

Atoms and positions in Å:
Cs: 0.061 1.042 0.754
C: -4.156 -1.708 2.489
C: -3.498 -0.687 1.592
O: -2.557 0.133 2.312
H: -3.409 -2.368 2.936
H: -4.873 -2.321 1.945
H: -4.693 -1.210 3.297
H: -4.222 0.016 1.184
H: -3.003 -1.182 0.748
H: -1.794 -0.413 2.527
C: 3.663 0.525 -3.101
C: 3.706 1.378 -1.871
O: 2.827 0.772 -0.907
H: 2.702 0.595 -3.611
H: 3.845 -0.519 -2.848
H: 4.437 0.859 -3.790
H: 3.387 2.401 -2.097
H: 4.724 1.424 -1.476
H: 2.853 1.264 -0.081

Calculated values
- Energy above the lowest of the compared OMol25 structures with the same formula, charge and spin: 14.9 kcal/mol
- Total charge: +1
- Total energy: -330.0001 Eh
- HOMO energy: -13.97 eV
- Lowest unoccupied orbital energy: -3.72 eV

=====

Below is a structure of composition C32H80As2F12Mg2NO19 in a non-equilibrium geometry, with properties calculated with the ωB97M-V functional and the def2-TZVPD basis.

Atoms and positions in Å:
Mg: 2.964 -8.697 -17.396
Mg: -2.571 -2.802 -25.656
N: 0.832 -12.356 -19.754
O: 1.598 -11.470 -19.405
O: 1.218 -13.269 -20.482
O: -0.284 -12.361 -19.277
As: -7.664 -1.272 -23.129
F: -6.802 -0.438 -21.805
F: -7.646 -2.794 -22.279
F: -8.520 -2.141 -24.503
F: -7.540 0.209 -24.097
F: -6.075 -1.681 -23.875
F: -9.277 -0.803 -22.521
As: -0.620 -5.293 -20.758
F: -1.036 -3.975 -19.617
F: 0.328 -6.178 -19.511
F: -0.234 -6.589 -21.897
F: -1.529 -4.481 -22.125
F: 0.877 -4.443 -21.186
F: -2.114 -6.178 -20.355
C: -3.878 -6.332 -26.027
O: -2.860 -5.577 -26.605
C: -1.796 -6.355 -27.179
C: -0.654 -5.468 -27.710
O: -0.479 -4.253 -26.861
C: 0.866 -3.768 -26.797
H: -4.243 -7.096 -26.713
H: -4.611 -5.565 -25.779
H: -3.533 -6.764 -25.087
H: -2.201 -6.934 -28.010
H: -1.494 -6.926 -26.301
H: -0.920 -5.118 -28.708
H: 0.208 -6.127 -27.812
H: 1.446 -4.063 -27.671
H: 1.473 -4.246 -26.029
H: 0.978 -2.684 -26.782
C: 1.372 -12.142 -32.807
O: 1.942 -12.265 -31.525
C: 1.018 -12.759 -30.567
C: 1.545 -12.587 -29.098
O: 1.753 -11.231 -28.744
C: 2.391 -10.972 -27.546
H: 1.961 -11.502 -33.465
H: 0.397 -11.666 -32.708
H: 1.177 -13.127 -33.231
H: 0.795 -13.797 -30.811
H: 0.087 -12.192 -30.587
H: 2.498 -13.117 -29.089
H: 0.835 -13.029 -28.399
H: 2.161 -9.947 -27.255
H: 3.472 -11.002 -27.683
H: 2.113 -11.590 -26.693
C: -3.535 -11.881 -25.623
O: -4.283 -11.518 -26.806
C: -4.723 -12.532 -27.669
C: -5.547 -11.904 -28.851
O: -4.741 -10.946 -29.599
C: -5.551 -10.097 -30.375
H: -2.507 -12.182 -25.824
H: -4.110 -12.593 -25.031
H: -3.430 -10.948 -25.069
H: -5.434 -13.217 -27.207
H: -3.939 -13.113 -28.154
H: -6.393 -11.376 -28.412
H: -6.009 -12.635 -29.515
H: -4.983 -9.467 -31.060
H: -6.103 -9.455 -29.688
H: -6.274 -10.684 -30.940
C: -4.063 -1.515 -28.889
O: -3.272 -0.996 -27.771
C: -3.057 0.403 -27.914
C: -2.020 0.875 -26.830
O: -2.038 0.028 -25.661
C: -1.849 0.709 -24.403
H: -5.124 -1.352 -28.698
H: -3.832 -2.580 -28.890
H: -3.768 -1.152 -29.874
H: -4.015 0.912 -27.804
H: -2.680 0.686 -28.897
H: -2.358 1.871 -26.542
H: -1.073 1.153 -27.292
H: -1.034 1.431 -24.341
H: -1.554 -0.091 -23.725
H: -2.809 1.131 -24.104
C: 4.921 -7.030 -20.264
O: 4.576 -6.694 -18.880
C: 5.313 -5.540 -18.465
C: 4.576 -5.013 -17.202
O: 3.963 -6.047 -16.475
C: 3.542 -5.617 -15.168
H: 4.592 -6.253 -20.954
H: 4.453 -7.882 -20.757
H: 6.000 -7.105 -20.404
H: 5.341 -4.800 -19.265
H: 6.333 -5.814 -18.195
H: 3.847 -4.228 -17.397
H: 5.369 -4.566 -16.602
H: 2.800 -4.829 -15.295
H: 4.329 -5.201 -14.540
H: 3.155 -6.446 -14.575
C: 8.543 1.163 -22.296
O: 7.617 0.210 -22.876
C: 6.782 0.746 -23.912
C: 5.761 1.782 -23.339
O: 4.826 1.126 -22.588
C: 4.975 1.012 -21.218
H: 9.031 0.740 -21.418
H: 8.096 2.066 -21.881
H: 9.278 1.521 -23.017
H: 6.357 -0.162 -24.341
H: 7.380 1.221 -24.690
H: 5.119 2.249 -24.086
H: 6.276 2.551 -22.763
H: 4.584 1.930 -20.778
H: 5.997 0.793 -20.910
H: 4.249 0.258 -20.913
C: -4.949 -4.564 -14.426
O: -4.580 -4.548 -13.086
C: -3.646 -3.415 -12.844
C: -3.120 -3.399 -11.462
O: -2.367 -4.571 -11.150
C: -1.326 -4.359 -10.209
H: -5.576 -3.695 -14.627
H: -5.566 -5.439 -14.629
H: -4.091 -4.531 -15.099
H: -4.232 -2.518 -13.046
H: -2.891 -3.438 -13.630
H: -3.966 -3.158 -10.818
H: -2.504 -2.509 -11.328
H: -0.723 -3.482 -10.444
H: -0.701 -5.236 -10.041
H: -1.716 -3.975 -9.266
C: 3.423 -10.197 -10.952
O: 2.774 -10.366 -12.196
C: 1.483 -10.901 -12.102
C: 0.974 -10.927 -13.525
O: 0.985 -9.604 -14.171
C: -0.344 -8.979 -14.164
H: 3.416 -11.134 -10.395
H: 2.992 -9.372 -10.386
H: 4.449 -9.953 -11.228
H: 0.898 -10.195 -11.512
H: 1.458 -11.907 -11.682
H: -0.016 -11.373 -13.426
H: 1.594 -11.578 -14.141
H: -0.729 -8.711 -13.180
H: -1.065 -9.653 -14.625
H: -0.359 -7.986 -14.615

Calculated values
- Energy above the lowest of the compared OMol25 structures with the same formula, charge and spin: 468.6 kcal/mol
- Total charge: +1
- Total energy: -8820.8269 Eh
- HOMO energy: -10.49 eV
- Lowest unoccupied orbital energy: -7.20 eV